(1)
ORCA calculation (ωB97M-V/def2-TZVPD) on an isolated molecule of C23H15FN2O at a distorted geometry.

Energy, Ha: -1169.9781
SMILES string: CC#Cn1c(=O)c(-c2ccc(F)cc2)c(-c2ccncc2)c2ccccc21
Lowest unoccupied orbital energy, eV: -0.77
Kohn-Sham gap, eV: 7.83

```
! wB97M-V def2-TZVPD RIJCOSX def2/J DEFGRID3
* xyz 0 1
O 0.251 2.271 1.993
F 4.121 4.195 -2.482
C -1.696 0.681 3.112
C -2.287 1.019 4.095
N 1.125 -1.874 -4.266
C 0.003 1.156 1.443
C 0.539 0.688 0.219
C 0.200 -0.586 -0.356
C 2.078 -1.708 -3.374
C -0.141 -1.557 -3.904
C -2.095 -3.446 0.427
C -2.579 -3.119 1.703
C 3.639 2.721 -0.595
C 2.023 3.052 -2.353
C 1.827 -1.210 -2.151
C -0.466 -1.042 -2.647
C 2.784 1.760 0.028
C 1.130 2.150 -1.648
C -1.165 -2.622 -0.167
C -2.078 -1.940 2.313
C 3.265 3.265 -1.853
C 0.558 -0.884 -1.745
C 1.497 1.602 -0.459
C -0.735 -1.429 0.376
C -1.299 -1.038 1.574
N -0.924 0.257 2.090
C -3.212 1.583 5.094
H 3.030 -2.004 -3.668
H -0.902 -1.693 -4.631
H -2.441 -4.335 -0.107
H -3.252 -3.804 2.225
H 4.656 2.943 -0.262
H 1.879 3.348 -3.382
H 2.623 -1.116 -1.435
H -1.469 -0.914 -2.365
H 3.025 1.251 0.913
H 0.154 1.961 -2.030
H -0.893 -2.929 -1.126
H -2.382 -1.688 3.412
H -2.831 2.575 5.399
H -4.212 1.606 4.629
H -3.349 0.853 5.963
*
```

These are the Löwdin partial charges, in e, on atoms 1 to 2: atom 1 (O): 0.0625, atom 2 (F): 0.0047

***

(2)
ORCA calculation (ωB97M-V/def2-TZVPD) on a 2-piece molecular cluster, C2H8N3 overall at a distorted geometry.

Energy, Ha: -244.7624
Lowest unoccupied orbital energy (alpha / beta), eV: -7.79 / -5.33
Kohn-Sham gap (alpha / beta), eV: 5.64 / 9.91

```
! wB97M-V def2-TZVPD RIJCOSX def2/J DEFGRID3
* xyz 1 1
C -1.326 -0.963 0.179
C 2.182 -0.736 -0.027
N 0.273 2.262 0.070
N -1.126 0.472 -0.219
N -0.040 1.094 -0.031
H -1.802 -1.107 1.136
H -2.168 -1.234 -0.533
H -0.302 -1.375 0.009
H 1.841 0.154 0.358
H 2.472 -0.896 -0.998
H 2.197 -1.758 0.341
H -0.382 2.965 0.248
H -1.820 1.122 -0.533
*
```

These are the Löwdin partial charges, in e, on atoms 1 to 2: atom 1 (C): 0.0290, atom 2 (C): 0.2896

***

(3)
ORCA calculation (ωB97M-V/def2-TZVPD) on C61H49BrN7Tb as an isolated structure at a distorted geometry.

Energy, Ha: -6135.8366
Lowest unoccupied orbital energy (alpha / beta), eV: 3.29 / 3.29
Kohn-Sham gap (alpha / beta), eV: 4.39 / 4.37
Expectation value of S²: 12.683

```
! wB97M-V def2-TZVPD RIJCOSX def2/J DEFGRID3
* xyz -2 7
Tb 0.254 0.437 -0.019
C -0.624 -1.361 7.789
C -0.041 -2.392 7.072
C 0.186 -2.253 5.716
C -0.166 -1.079 5.057
C -0.737 -0.041 5.784
C -0.967 -0.186 7.140
C 0.077 -0.945 3.600
C 1.305 -0.387 3.225
C 2.292 0.058 4.178
C 3.385 0.417 3.463
C 3.068 0.166 2.078
C 3.955 0.330 1.000
C 5.261 0.987 1.213
C 5.513 2.160 0.501
C 6.734 2.796 0.602
C 7.731 2.273 1.408
C 7.481 1.122 2.140
C 6.256 0.482 2.043
C 3.690 -0.094 -0.315
N 2.511 -0.562 -0.794
C 2.773 -1.078 -2.024
C 1.861 -1.754 -2.840
C 2.385 -2.337 -4.102
C 2.305 -1.662 -5.316
C 2.750 -2.265 -6.481
C 3.277 -3.546 -6.449
C 3.380 -4.217 -5.241
C 2.933 -3.617 -4.079
C 0.530 -2.069 -2.530
C -0.308 -2.897 -3.360
C -1.457 -3.090 -2.668
C -1.301 -2.409 -1.409
N -0.116 -1.749 -1.378
C -2.205 -2.551 -0.343
C -1.957 -2.139 0.970
C -2.744 -2.564 2.102
C -2.079 -2.159 3.210
C -0.894 -1.476 2.748
N -0.865 -1.448 1.389
C -3.413 -3.378 -0.585
C -4.680 -2.808 -0.663
C -5.792 -3.585 -0.941
C -5.663 -4.949 -1.140
C -4.413 -5.536 -1.022
C -3.302 -4.758 -0.750
C 4.164 -0.892 -2.359
C 4.730 -0.262 -1.304
N 1.792 -0.285 1.964
H -0.811 -1.473 8.848
H 0.244 -3.306 7.574
H 0.644 -3.057 5.155
H -0.995 0.879 5.280
H -1.415 0.624 7.697
H 2.148 0.089 5.243
H 4.307 0.828 3.830
H 4.721 2.580 -0.097
H 6.903 3.705 0.044
H 8.691 2.767 1.476
H 8.254 0.718 2.783
H 6.071 -0.422 2.609
H 1.895 -0.663 -5.339
H 2.685 -1.737 -7.424
H 3.615 -4.017 -7.362
H 3.807 -5.212 -5.209
H 3.000 -4.141 -3.136
H -0.037 -3.284 -4.328
H -2.325 -3.649 -2.961
H -3.665 -3.114 2.042
H -2.350 -2.292 4.242
H -4.793 -1.747 -0.505
H -6.769 -3.122 -1.007
H -6.530 -5.554 -1.376
H -4.310 -6.607 -1.143
H -2.329 -5.219 -0.658
H 4.632 -1.211 -3.274
H 5.756 0.036 -1.188
N -1.857 0.778 -2.037
H -2.168 0.013 -2.630
H -1.485 1.508 -2.642
H -2.673 1.168 -1.569
Br 1.876 2.733 0.462
C 0.993 1.696 -2.905
C 0.455 2.846 -3.441
C -0.602 2.820 -4.411
C -1.121 3.956 -4.953
C -0.626 5.229 -4.596
C 0.392 5.285 -3.612
C 0.902 4.155 -3.057
C -1.087 6.366 -5.240
N -1.454 7.306 -5.812
H 1.930 1.766 -2.369
H 0.729 0.730 -3.325
H -0.970 1.852 -4.742
H -1.930 3.898 -5.675
H 0.758 6.255 -3.301
H 1.659 4.221 -2.291
C -4.694 0.890 0.809
N -4.369 0.780 2.212
C -5.272 1.555 3.029
C -2.942 1.028 2.467
C -2.380 2.293 1.857
C -2.739 3.499 2.453
C -2.392 4.709 1.882
C -1.707 4.689 0.679
C -1.311 3.479 0.124
C -1.569 2.208 0.696
H -5.705 0.502 0.651
H -3.977 0.291 0.247
H -4.657 1.926 0.434
H -6.280 1.141 2.927
H -5.313 2.620 2.749
H -4.966 1.471 4.073
H -2.416 0.177 2.042
H -2.806 1.015 3.554
H -3.269 3.495 3.402
H -2.668 5.641 2.367
H -1.436 5.624 0.203
H -0.758 3.537 -0.813
*
```

These are the Löwdin partial charges, in e, on atoms 1 to 2: atom 1 (Tb): 1.4268, atom 2 (C): -0.1127

***

(4)
ORCA calculation (ωB97M-V/def2-TZVPD) on an isolated molecule of C6H9N3O2Si at a distorted geometry.

Energy, Ha: -838.1089
Lowest unoccupied orbital energy (alpha / beta), eV: -0.41 / -0.63
Kohn-Sham gap (alpha / beta), eV: 8.74 / 6.99

```
! wB97M-V def2-TZVPD RIJCOSX def2/J DEFGRID3
* xyz 0 1
C -3.916 1.251 -0.069
C -2.695 1.607 -0.547
C -4.032 -0.049 0.389
C -1.737 0.623 -0.850
C -2.047 -0.697 -0.422
C 1.649 -1.916 0.411
N -3.168 -0.989 0.172
N 2.950 -0.140 -1.587
N -0.605 0.949 -1.533
O -0.441 1.949 -2.251
O 0.357 -0.001 -1.353
Si 1.715 -0.240 -0.367
H -4.766 1.960 0.038
H -2.582 2.676 -0.804
H -5.038 -0.474 0.934
H 0.638 -2.216 0.484
H 2.297 -2.490 -0.162
H 2.184 -1.875 1.459
H 3.052 0.711 -2.222
H 3.625 -0.819 -1.833
H 1.697 0.965 0.512
*
```

These are the Löwdin partial charges, in e, on atoms 1 to 2: atom 1 (C): -0.0834, atom 2 (C): -0.0113